1.
Below is a structure of composition C14H39AgClN3O5 in a non-equilibrium geometry, with properties calculated with ωB97M-V/def2-TZVPD.

CARTESIAN COORDINATES (ANGSTROEM)
Ag -0.310091 -0.923393 3.279997
Cl 0.777024 -1.000692 0.873037
C -3.209037 2.007372 0.758816
C -2.657018 1.567785 2.116893
C -3.632810 1.825320 3.256599
O -3.187793 1.191464 4.435181
C -3.682991 1.757390 5.631913
N -2.129845 0.208322 2.046751
H -2.434348 2.080465 -0.003372
H -3.731027 2.952787 0.917448
H -3.915756 1.273346 0.358682
H -1.842513 2.265113 2.339207
H -4.623881 1.443751 2.972896
H -3.752344 2.890522 3.471090
H -3.082714 2.664678 5.801993
H -3.506340 1.135266 6.503637
H -4.715253 2.109304 5.573156
H -2.940091 -0.398102 1.917613
H -1.551259 0.022903 1.229941
C 1.455764 -3.719199 -3.737081
C 0.891777 -2.579696 -2.877700
C 0.411892 -1.335522 -3.678870
O 1.598924 -0.754906 -4.181309
C 1.330100 0.559607 -4.689867
N -0.191746 -3.028492 -2.028885
H 2.059416 -3.263896 -4.517890
H 0.650064 -4.315611 -4.168243
H 2.019565 -4.365276 -3.067600
H 1.646901 -2.221054 -2.172650
H -0.159547 -0.587833 -3.127306
H -0.160780 -1.701129 -4.540328
H 0.886811 0.484194 -5.679917
H 2.286600 1.075905 -4.611071
H 0.712743 1.174415 -4.024782
H -0.249501 -2.378554 -1.240514
H -1.056379 -3.001820 -2.578447
C 1.737885 2.310736 -1.196207
C 1.970589 2.994920 0.140803
C 0.731686 3.537612 0.807452
O 0.378039 4.664391 -0.029327
C -0.861046 5.251846 0.268993
N 2.625704 2.015162 1.077794
H 1.232209 2.938157 -1.938551
H 1.284760 1.314393 -1.160002
H 2.668636 2.056768 -1.720816
H 2.811131 3.685498 0.049174
H 0.725314 3.911702 1.830954
H -0.061543 2.788555 0.673171
H -0.915740 6.247669 -0.167593
H -0.995770 5.405082 1.348031
H -1.694878 4.647016 -0.098434
H 3.531662 1.902140 0.614469
H 2.292093 1.067620 0.863209
C 1.948578 -4.507424 0.360888
C 2.263976 -5.995892 0.443093
O 2.979224 -6.242725 1.653025
O 2.940028 -3.623032 0.776157
H 1.021975 -4.375766 0.946497
H 1.541366 -4.264492 -0.643209
H 2.924335 -6.190509 -0.413647
H 1.437066 -6.698722 0.354633
H 2.973849 -7.194360 1.794228
H 2.504354 -2.761098 0.806195

Cartesian forces (eV/Å) of the 3 atoms listed first:
-0.2 0.4 -0.7
-0.3 -0.4 0.0
-0.5 -0.3 0.4

Values from the calculation:
Total charge: +1
Frontier orbital gap (spin up / spin down) in eV: 8.12 / 3.44
E_LUMO (spin up / spin down) in Eh: -0.1244 / -0.2965
Spin multiplicity: 2
Expectation value of S²: 0.76
HOMO level (spin up / spin down) in Ha: -0.423 / -0.423

2.
Below is a cluster of 9 separate species, C12H5Cl32IN2O2P in total in a non-equilibrium geometry, with properties calculated with ωB97M-V/def2-TZVPD.

CARTESIAN COORDINATES (ANGSTROEM)
O 0.315618 -3.123573 1.316032
P 0.070700 -1.628861 0.756126
O 0.727299 -1.682193 -0.754734
C -1.796879 -1.436091 0.363945
N -2.438223 -2.545259 0.074318
N -3.709725 -2.329391 -0.215779
C -4.332745 -1.176172 -0.234792
C -3.689276 0.005669 0.098845
C -2.352330 -0.135895 0.416964
I -1.192872 1.532150 0.906071
H -0.043964 -3.238288 2.204933
H 0.136148 -1.125446 -1.285505
H -4.242925 -3.163396 -0.446611
H -5.369976 -1.150909 -0.531733
H -4.201475 0.955566 0.104136
C -2.201851 -4.396231 -3.971737
Cl -2.348580 -3.270437 -5.319381
Cl -3.799036 -4.606970 -3.209776
Cl -1.637826 -5.953846 -4.556073
Cl -1.044509 -3.756346 -2.791395
C 3.535843 1.392567 2.212773
Cl 5.168012 0.783487 1.936401
Cl 2.343800 0.241698 1.581486
Cl 3.274094 1.627882 3.942014
Cl 3.302465 2.927908 1.363831
C 1.218044 6.398777 -0.625781
Cl 2.365762 5.234512 0.051288
Cl 1.992382 7.968936 -0.803887
Cl 0.671418 5.825352 -2.208375
Cl -0.170133 6.533745 0.461865
C -6.808456 -2.925876 2.506781
Cl -8.257860 -1.973869 2.792362
Cl -6.411431 -3.867283 3.936695
Cl -7.061233 -4.006617 1.125790
Cl -5.450960 -1.833752 2.122099
C 5.910843 8.319569 -1.865993
Cl 5.848318 6.685887 -1.191122
Cl 5.429633 9.486255 -0.626466
Cl 7.554660 8.675020 -2.399474
Cl 4.808257 8.428329 -3.244663
C 3.687598 -3.956684 -1.598178
Cl 4.205866 -5.220687 -0.479755
Cl 4.429351 -4.218500 -3.179276
Cl 1.926134 -3.997170 -1.757289
Cl 4.180123 -2.378547 -0.967915
C 5.521472 -6.442039 3.530030
Cl 6.515552 -7.660714 4.327957
Cl 6.428999 -4.932817 3.392954
Cl 5.078462 -7.008058 1.913840
Cl 4.053695 -6.163986 4.476866
C -4.427580 5.662627 -0.734244
Cl -4.457150 4.022039 -0.046569
Cl -4.914963 6.818356 0.504551
Cl -2.791598 6.034012 -1.278935
Cl -5.547010 5.745586 -2.095531

Cartesian forces (eV/Å) of the 3 atoms listed first:
-0.7 -0.3 -1.1
0.8 1.1 1.2
-1.4 0.0 0.8

Values from the calculation:
Total charge: +1
Frontier orbital gap in eV: 6.70
E_LUMO in Eh: -0.1805
HOMO level in Ha: -0.427

3.
Below is a cluster of 13 separate species, H25O13 in total in a non-equilibrium geometry, with properties calculated with ωB97M-V/def2-TZVPD.

CARTESIAN COORDINATES (ANGSTROEM)
O -1.594262 2.741059 -2.128966
H -0.104065 -3.883670 1.600989
H 0.199136 2.497561 0.346488
O 1.945925 -0.539595 -0.694817
H 1.072340 -0.042687 -0.924527
H 0.774678 -2.600957 1.749885
O 0.172232 1.897324 -0.337159
H 1.152307 2.080205 -0.629402
O -2.011724 -2.665403 -0.447474
H -1.007271 -2.329600 -0.369194
H -2.299537 -2.481131 -1.248512
O 1.733125 2.567494 1.836886
H -1.099884 1.916080 -2.035514
H 2.458474 3.033714 2.313495
O 0.933949 -1.810555 -3.046080
H 1.117405 -1.796718 -2.069407
H 1.472191 -1.027165 -3.119127
O 2.811540 1.727196 -0.357208
H 3.506023 2.080405 -0.529519
H -2.594717 -0.398269 3.322383
O 0.788131 -3.630729 1.752482
H 2.153715 2.255358 1.010744
H -0.346096 0.300417 1.070240
O -2.568220 -0.478160 2.524093
H 2.319335 0.358216 -0.646341
H 3.377434 -1.553921 0.769553
O -3.914512 2.104866 0.460998
H -3.735018 1.141322 0.619473
H -3.163327 2.632173 0.788228
O -2.804610 -0.670743 -1.253633
H -3.215208 -1.350135 -0.576103
H -2.134445 -1.239065 2.196785
O 3.996828 -1.725238 0.001201
H 4.113127 -0.854630 -0.504470
H -2.112963 -0.221934 -0.777942
O -0.371073 -0.655699 0.652279
H 0.504619 -0.752142 0.109201
H -1.525592 3.374745 -1.430023

Cartesian forces (eV/Å) of the 3 atoms listed first:
-1.1 -0.2 -2.2
-1.3 -0.2 -0.3
-0.5 2.1 3.0

Values from the calculation:
Total charge: -1
Frontier orbital gap in eV: 9.70
E_LUMO in Eh: 0.1000
HOMO level in Ha: -0.257

4.
Below is the ion CH3Br3P with charge +1 in a non-equilibrium geometry, with properties calculated with ωB97M-V/def2-TZVPD.

CARTESIAN COORDINATES (ANGSTROEM)
C 1.223990 0.048798 0.023721
P -0.834441 0.012171 -0.002251
Br -1.632753 -1.958714 0.459133
Br -1.600155 1.475742 1.463643
Br -1.563899 0.477392 -2.020164
H 1.587723 0.906222 -0.496322
H 1.305007 -0.957609 -0.538455
H 1.514528 -0.004003 1.110696

Cartesian forces (eV/Å) of the 3 atoms listed first:
-2.9 -2.9 0.5
1.3 0.8 0.1
0.5 0.8 0.0

Values from the calculation:
Total charge: +1
Frontier orbital gap in eV: 9.74
E_LUMO in Eh: -0.2168
HOMO level in Ha: -0.575

5.
Below is a structure of composition C28H15BrF10N7O5OsS3 in a non-equilibrium geometry, with properties calculated with ωB97M-V/def2-TZVPD.

CARTESIAN COORDINATES (ANGSTROEM)
Os 0.696961 0.134136 0.017985
Br -0.634135 2.072884 -0.928512
C -0.719482 1.331637 -2.694840
C -1.398912 1.993797 -3.671563
C -1.449348 1.419594 -4.959638
C -0.828731 0.228354 -5.213525
C -0.129876 -0.457027 -4.192844
C 0.506816 -1.703540 -4.422675
C 1.132120 -2.382067 -3.412605
C 1.156573 -1.820002 -2.127823
C 0.615965 -0.572724 -1.847596
C -0.068725 0.103708 -2.896593
H -1.892388 2.934128 -3.470974
H -1.988078 1.933898 -5.742135
H -0.871449 -0.209667 -6.201919
H 0.463999 -2.133508 -5.414739
H 1.571629 -3.354379 -3.589143
H 2.643025 -2.934059 -1.154944
F 0.996148 1.654154 4.819566
C 1.986639 1.970822 4.003490
F 3.147280 1.673325 4.560035
F 1.947707 3.249396 3.695488
S 1.811090 0.914740 2.472456
O 0.375298 0.747416 2.249641
O 2.560480 -0.283782 2.717805
N 2.339491 1.765764 1.214543
S 3.596371 1.120209 0.429789
O 3.125217 -0.126693 -0.200679
O 4.843444 1.120621 1.104793
C 3.706416 2.323944 -0.972868
F 3.847976 3.552276 -0.514883
F 2.611302 2.247488 -1.724422
F 4.760283 1.977164 -1.694962
F 0.255849 -3.795173 2.821416
C -0.495717 -2.698174 2.913986
C -1.054952 -2.402920 4.147910
F -0.730765 -3.182985 5.170637
C -1.933327 -1.316708 4.337550
C -2.281297 -0.610082 3.175860
C -1.700211 -0.901665 1.971787
F -2.005890 -0.123728 0.920608
C -0.743477 -1.897407 1.806680
C -0.109686 -1.961941 0.453131
C 1.233091 -2.454496 0.206843
N 1.706147 -2.572138 -1.043753
C -1.086227 -2.303474 -0.560177
N -1.884735 -2.612744 -1.325038
F -3.163771 0.376765 3.223492
C -2.414425 -0.908814 5.625197
C -2.243945 -1.675402 6.800591
N -2.144583 -2.261574 7.787345
C -3.034270 0.353725 5.814928
N -3.494388 1.397188 5.987195
C 3.360368 -3.079840 1.121501
O 1.951656 -2.778149 1.234231
H 3.879180 -2.237339 0.667301
H 3.492646 -4.004840 0.558946
H 3.691302 -3.223655 2.143481
S -1.242186 3.133208 2.267027
C -2.139985 4.417311 2.860518
N -3.029740 4.334598 3.858627
C -3.631593 5.612943 4.208961
C -2.997575 6.571671 3.172986
N -2.085930 5.693667 2.451880
H -3.202592 3.464462 4.340094
H -3.381401 5.893846 5.231880
H -4.716125 5.571431 4.117404
H -2.456743 7.386795 3.652467
H -3.744760 6.997256 2.502842
H -1.490718 5.977132 1.695412

Cartesian forces (eV/Å) of the 3 atoms listed first:
-1.1 -0.3 -0.6
0.1 0.0 0.0
0.1 0.0 0.0

Values from the calculation:
Total charge: +1
Frontier orbital gap (spin up / spin down) in eV: 7.03 / 5.36
E_LUMO (spin up / spin down) in Eh: -0.1298 / -0.1912
Spin multiplicity: 5
Expectation value of S²: 6.09
HOMO level (spin up / spin down) in Ha: -0.388 / -0.388

6.
Below is a cluster of 3 separate species, C17H32NO7 in total in a non-equilibrium geometry, with properties calculated with ωB97M-V/def2-TZVPD.

CARTESIAN COORDINATES (ANGSTROEM)
C -3.392266 -1.897863 1.563102
C -4.181027 -3.309855 1.879203
O -4.044259 -3.793281 3.261802
C -2.666841 -4.198199 3.582264
O -2.173661 -5.373689 2.847907
C -0.747053 -5.069140 2.495208
O 0.300977 -5.421427 3.252295
C -0.556920 -4.292881 1.029485
C 0.516322 -3.086297 0.745077
C 0.481421 -2.431561 -0.793500
N -0.489042 -2.939257 -1.859495
C -1.469340 -4.074318 -1.653532
C -1.535836 -4.799951 -0.183934
H -2.531902 -1.640289 2.313655
H -2.964657 -1.884831 0.464736
H -4.189904 -1.016881 1.668964
H -5.339893 -3.073374 1.718915
H -3.941298 -4.162749 1.079252
H -1.863198 -3.353208 3.485154
H -2.673666 -4.508663 4.734159
H 1.249101 -2.707401 1.589293
H 1.210374 -1.535575 -1.036038
H -0.502145 -2.475857 -2.817039
H -2.228089 -4.457642 -2.491246
H -2.283958 -5.680311 0.027846
C 4.010576 2.112523 2.384243
O 5.158737 1.763473 1.619566
C 5.187627 0.369717 1.294441
C 4.747429 0.128105 -0.151529
O 3.363144 0.445370 -0.330668
C 3.176606 1.711632 -0.955032
H 3.927476 3.202520 2.399581
H 3.091882 1.701616 1.955185
H 4.131247 1.756714 3.411781
H 4.575838 -0.207909 1.996373
H 6.227735 0.040321 1.405743
H 4.862006 -0.936500 -0.379801
H 5.372002 0.692047 -0.854236
H 3.413852 1.635087 -2.020809
H 3.791306 2.489928 -0.494248
H 2.125053 1.993195 -0.849821
C -0.891770 2.538713 -3.186941
O -0.133693 3.380256 -2.325565
C -0.052273 4.722414 -2.816562
C -1.019998 5.645296 -2.071729
O -2.381096 5.307189 -2.358240
C -2.984320 4.561050 -1.305888
H -1.109864 1.609701 -2.653453
H -1.839553 2.999724 -3.480380
H -0.303966 2.300135 -4.078324
H -0.227773 4.754183 -3.897689
H 0.973172 5.064978 -2.632634
H -0.866369 6.671031 -2.422281
H -0.831466 5.626936 -0.991898
H -3.207439 5.225033 -0.464836
H -2.346614 3.738982 -0.969057
H -3.922732 4.141040 -1.678826

Cartesian forces (eV/Å) of the 3 atoms listed first:
-0.6 0.5 0.0
-1.1 0.6 -1.3
3.0 -0.5 -1.5

Values from the calculation:
Total charge: +1
Frontier orbital gap in eV: 5.34
E_LUMO in Eh: -0.2149
HOMO level in Ha: -0.411

Values for relative energy (zero: lowest compared OMol25 entry of this formula, charge and spin), kcal/mol, ordered as above
1.7; 0.0; 148.5; 8.6; 9.8; 201.3
Values for E_tot, eV, ordered as above
-46368.6699; -437696.9283; -27020.9362; -220495.5130; -182125.5671; -33950.7790